(1)
A molecular structure, C52H41AsHfN6O3, computed with the ωB97M-V functional and the def2-TZVPD basis.

**Net charge**: +2

```
104
C52H41AsHfN6O3 | OMol25 | the ωB97M-V functional and the def2-TZVPD basis
Hf 0.020 0.365 0.414
C -2.528 -1.437 -0.948
O -1.692 -0.360 -1.316
C -2.303 0.774 -1.907
C -3.051 0.630 -3.056
C -3.645 1.762 -3.600
C -3.472 3.001 -2.991
C -2.703 3.125 -1.843
C -2.094 2.002 -1.309
N -1.323 1.987 -0.103
N -1.255 3.080 0.561
C -0.721 3.107 1.801
C -0.510 1.938 2.624
O -0.851 0.753 2.181
C 0.017 2.049 3.925
C 0.289 3.279 4.430
C 0.005 4.487 3.722
C 0.219 5.734 4.336
C -0.101 6.892 3.677
C -0.637 6.822 2.382
C -0.835 5.611 1.759
C -0.523 4.417 2.424
H -3.498 -1.405 -1.428
H -1.994 -2.348 -1.197
H -2.043 -0.760 0.916
H -3.169 -0.343 -3.518
H -4.239 1.676 -4.500
H -3.941 3.879 -3.413
H -2.568 4.083 -1.360
H 0.193 1.139 4.482
H 0.719 3.360 5.422
H 0.633 5.762 5.336
H 0.054 7.852 4.150
H -0.898 7.735 1.863
H -1.235 5.581 0.755
C -6.347 -0.080 2.250
C -5.436 -0.786 3.026
C -4.260 -1.259 2.466
C -4.029 -1.023 1.121
C -4.903 -0.297 0.334
C -6.079 0.168 0.914
N -2.704 -1.462 0.571
C -2.128 -2.725 1.107
C -2.947 -3.825 1.296
C -2.383 -4.985 1.789
C -1.021 -5.007 2.089
C -0.218 -3.902 1.870
C -0.750 -2.728 1.333
N 0.054 -1.615 1.027
N 1.083 -1.502 2.060
C 1.916 -0.485 2.119
C 2.898 -0.492 3.190
C 3.767 0.521 3.317
C 3.745 1.638 2.399
C 2.826 1.642 1.428
N 1.911 0.608 1.257
H -7.265 0.283 2.693
H -5.637 -0.971 4.072
H -3.545 -1.803 3.068
H -4.705 -0.066 -0.703
H -6.780 0.729 0.311
H -4.008 -3.764 1.090
H -2.998 -5.859 1.952
H -0.579 -5.906 2.498
H 0.834 -3.917 2.118
H 2.886 -1.340 3.862
H 4.498 0.503 4.116
H 4.442 2.457 2.491
H 2.748 2.452 0.713
O 0.923 0.363 -1.423
As 1.997 -0.847 -2.032
C 0.966 -2.143 -2.925
C 1.329 -3.485 -2.951
C 0.570 -4.378 -3.699
C -0.526 -3.930 -4.420
C -0.865 -2.579 -4.415
C -0.121 -1.681 -3.668
C 3.140 -1.625 -0.753
C 2.866 -2.848 -0.146
C 3.796 -3.391 0.729
C 4.970 -2.707 1.010
C 5.233 -1.478 0.414
C 4.326 -0.937 -0.480
C 3.090 0.052 -3.271
C 4.026 -0.685 -3.991
C 4.842 -0.032 -4.899
C 4.720 1.342 -5.078
C 3.782 2.068 -4.358
C 2.955 1.423 -3.445
H 2.195 -3.846 -2.413
H 0.843 -5.425 -3.722
H -1.108 -4.630 -5.005
H -1.693 -2.227 -5.018
H -0.367 -0.627 -3.686
H 1.939 -3.371 -0.340
H 3.601 -4.347 1.196
H 5.691 -3.136 1.695
H 6.150 -0.948 0.637
H 4.546 0.008 -0.959
H 4.129 -1.756 -3.854
H 5.574 -0.591 -5.466
H 5.362 1.848 -5.787
H 3.693 3.136 -4.507
H 2.218 1.980 -2.884
```

Atomic partial charges in e from the Mulliken method, atoms 1 to 6:
1 Hf 1.0955
2 C -0.9758
3 O 0.9991
4 C -0.1716
5 C -0.4316
6 C -1.0249

(2)
6 unconnected molecules or ions with the total composition C33H25O13P, computed with the ωB97M-V functional and the def2-TZVPD basis.

**Net charge**: -2

```
72
C33H25O13P | OMol25 | the ωB97M-V functional and the def2-TZVPD basis
C -5.616 2.331 0.832
P -3.702 2.286 0.847
O -3.019 2.178 -0.752
C -3.254 0.639 1.740
C -3.138 -0.468 0.536
O -1.983 -0.746 -0.104
O -4.338 -1.209 0.072
H -6.083 3.236 0.251
H -6.011 1.320 0.357
H -5.959 2.306 1.971
H -2.563 3.041 -0.997
H -4.195 0.338 2.368
C 2.525 0.362 -2.980
C 2.967 -0.842 -2.603
C 2.129 -1.746 -1.791
O 2.533 -2.847 -1.444
C 0.784 -1.269 -1.413
C 0.342 -0.065 -1.789
C 1.180 0.839 -2.602
O 0.776 1.940 -2.949
H 3.127 1.037 -3.575
H 3.950 -1.207 -2.873
H 0.181 -1.944 -0.817
H -0.642 0.300 -1.519
C -3.497 -2.209 4.174
C -3.055 -3.413 4.551
C -3.893 -4.317 5.363
O -3.489 -5.418 5.710
C -5.238 -3.840 5.742
C -5.680 -2.636 5.365
C -4.842 -1.732 4.553
O -5.246 -0.631 4.206
H -2.894 -1.534 3.579
H -2.071 -3.778 4.281
H -5.840 -4.516 6.337
H -6.663 -2.272 5.635
C 1.999 -4.288 6.381
C 1.144 -3.805 5.475
C 0.593 -2.440 5.593
O -0.192 -1.998 4.765
C 1.024 -1.630 6.749
C 1.880 -2.113 7.655
C 2.431 -3.478 7.537
O 3.216 -3.920 8.365
H 2.412 -5.286 6.309
H 0.818 -4.386 4.620
H 0.611 -0.631 6.820
H 2.206 -1.532 8.509
C 5.622 4.122 -1.564
C 5.257 2.952 -2.095
C 5.894 2.436 -3.323
O 5.559 1.365 -3.811
C 6.950 3.263 -3.939
C 7.315 4.434 -3.408
C 6.678 4.949 -2.180
O 7.013 6.020 -1.692
H 5.165 4.515 -0.664
H 4.485 2.333 -1.654
H 7.408 2.870 -4.839
H 8.088 5.052 -3.849
C -0.974 2.092 -5.883
C -0.159 1.045 -6.046
C -0.055 0.349 -7.344
O 0.689 -0.610 -7.493
C -0.886 0.855 -8.454
C -1.701 1.902 -8.291
C -1.805 2.598 -6.994
O -2.549 3.557 -6.844
H -1.062 2.613 -4.938
H 0.458 0.663 -5.241
H -0.798 0.334 -9.400
H -2.318 2.284 -9.096
```

Atomic partial charges in e from the Mulliken method, atoms 1 to 6:
1 C -0.8831
2 P 0.0407
3 O -0.3987
4 C -0.0543
5 C 0.3964
6 O -0.6195

| no. | total energy (eV) | F_max (eV Å⁻¹) |
| --- | --- | --- |
| 1 | -131806.2712 | 1.76 |
| 2 | -70522.9644 | 6.84 |